ORCA calculation (the ωB97M-V functional and the def2-TZVPD basis) on a single C4H7ClO molecule.

Properties
gap between HOMO and LUMO: 9.843 eV
LUMO: 0.7794 eV
largest force on an atom: 3.7 eV Å⁻¹
molecular weight: 106.55 g mol⁻¹
energy above the lowest of the compared OMol25 structures with the same formula, charge and spin: 36.6 kcal/mol

Geometry as ORCA input:
```
! RIJCOSX wB97M-V def2-TZVPD def2/J DEFGRID3
* xyz 0 1
C -0.12 1.93 -0.04
C -0.47 0.47 0.11
C 0.40 -0.58 0.22
Cl 2.14 -0.43 -0.06
C -1.88 0.15 0.07
O -2.19 -1.21 -0.24
H -0.83 2.48 -0.67
H 0.95 2.14 -0.53
H -0.14 2.51 0.93
H -0.06 -1.61 0.42
H -2.29 0.67 -0.77
H -2.24 0.62 0.97
H -1.92 -1.75 0.49
*
```

ORCA calculation (the ωB97M-V functional and the def2-TZVPD basis) on a 2-piece molecular cluster, C5H6O3 overall.

Properties
gap between HOMO and LUMO: 5.748 eV
LUMO: -2.7744 eV
largest force on an atom: 8.6 eV Å⁻¹
molecular weight: 114.10 g mol⁻¹
energy above the lowest of the compared OMol25 structures with the same formula, charge and spin: 247.2 kcal/mol

Geometry as ORCA input:
```
! RIJCOSX wB97M-V def2-TZVPD def2/J DEFGRID3
* xyz 0 1
C -1.56 -0.24 0.34
C -0.38 0.56 0.39
C 1.74 0.78 0.00
C 1.89 -0.50 0.12
C -0.24 -0.68 -0.32
H -4.02 -0.46 0.47
H -1.78 -0.79 1.22
H 0.01 0.62 1.51
H 2.64 1.62 -0.14
H 2.90 -0.90 -0.01
H -0.47 -0.42 -1.40
O -2.51 0.16 -0.36
O 0.50 1.46 -0.18
O 1.01 -1.52 -0.06
*
```

ORCA calculation (the ωB97M-V functional and the def2-TZVPD basis) on C23H24Br48I2N2 as an isolated structure.

Properties
gap between HOMO and LUMO: 9.030 eV
LUMO: -0.3889 eV
largest force on an atom: 0.9 eV Å⁻¹
molecular weight: 4417.66 g mol⁻¹

Geometry as ORCA input:
```
! RIJCOSX wB97M-V def2-TZVPD def2/J DEFGRID3
* xyz 0 1
C -4.01 -0.30 -1.20
C -4.22 -1.34 -2.31
I -6.29 -1.31 -2.94
C -3.34 -1.12 -3.55
C -2.30 -2.23 -3.80
C -2.87 -3.55 -3.62
N -3.38 -4.50 -3.22
C -1.05 -2.02 -2.92
I 0.16 -0.50 -3.83
C -0.25 -3.20 -2.76
N 0.34 -4.17 -2.59
H -3.30 0.46 -1.50
H -4.93 0.18 -0.90
H -3.62 -0.79 -0.31
H -4.08 -2.32 -1.89
H -3.93 -0.99 -4.44
H -2.78 -0.21 -3.40
H -1.98 -2.17 -4.84
H -1.33 -1.64 -1.95
C 4.47 -0.14 -5.01
Br 3.27 1.30 -5.44
Br 4.51 -0.48 -3.12
Br 4.04 -1.73 -6.00
H 5.46 0.17 -5.31
C 7.51 -0.27 -8.59
Br 6.31 1.21 -8.80
Br 7.73 -0.72 -6.73
Br 6.94 -1.80 -9.61
H 8.47 0.03 -8.96
C -2.87 3.40 -3.42
Br -2.72 3.23 -1.51
Br -1.26 2.85 -4.28
Br -4.41 2.46 -4.09
H -3.02 4.45 -3.62
C 5.58 -1.78 1.00
Br 6.61 -2.44 -0.48
Br 6.70 -0.94 2.33
Br 4.17 -0.59 0.43
H 5.11 -2.63 1.47
C 7.44 1.02 6.13
Br 8.64 0.35 4.78
Br 6.85 -0.38 7.31
Br 8.22 2.48 7.10
H 6.57 1.39 5.62
C -10.01 -2.47 0.18
Br -9.91 -1.76 -1.61
Br -9.60 -4.35 0.21
Br -8.93 -1.50 1.43
H -11.04 -2.37 0.50
C 11.39 4.37 8.53
Br 12.56 3.61 7.22
Br 10.76 3.05 9.78
Br 12.21 5.86 9.43
H 10.52 4.75 8.01
C -7.77 2.52 0.35
Br -8.56 4.09 1.13
Br -8.79 1.84 -1.13
Br -5.94 2.82 -0.15
H -7.78 1.75 1.10
C 5.47 -3.26 10.23
Br 5.80 -1.49 10.92
Br 4.69 -3.18 8.48
Br 7.07 -4.33 10.23
H 4.76 -3.73 10.88
C -10.21 1.97 3.98
Br -10.68 1.99 5.84
Br -8.42 1.30 3.73
Br -11.50 1.02 2.93
H -10.20 2.99 3.63
C 0.80 6.78 -3.31
Br 1.45 5.59 -4.68
Br -1.08 6.51 -2.99
Br 1.81 6.62 -1.69
H 0.93 7.79 -3.67
C 3.38 -7.18 7.90
Br 1.93 -8.37 7.50
Br 3.27 -6.51 9.69
Br 5.09 -8.00 7.55
H 3.29 -6.33 7.23
C 4.83 9.27 -3.48
Br 5.69 9.17 -1.77
Br 4.90 7.59 -4.41
Br 3.02 9.91 -3.33
H 5.37 9.99 -4.08
C -8.80 -5.97 -4.74
Br -10.18 -5.36 -5.93
Br -7.74 -4.52 -4.08
Br -9.53 -7.02 -3.30
H -8.15 -6.62 -5.31
C -4.37 8.98 -3.83
Br -4.79 7.37 -2.87
Br -3.00 10.00 -2.95
Br -3.91 8.62 -5.66
H -5.26 9.59 -3.84
C 3.59 -10.36 4.31
Br 3.65 -12.23 4.76
Br 5.20 -9.79 3.43
Br 2.03 -9.92 3.27
H 3.52 -9.81 5.24
*
```

ORCA calculation (the ωB97M-V functional and the def2-TZVPD basis) on a 2-piece molecular cluster, H3NO2S2 overall.

Properties
gap between HOMO and LUMO (spin up / spin down): 7.960 / 5.969 eV
LUMO (spin up / spin down): -0.8767 / -1.8394 eV
largest force on an atom: 3.6 eV Å⁻¹
molecular weight: 113.16 g mol⁻¹
energy above the lowest of the compared OMol25 structures with the same formula, charge and spin: 34.8 kcal/mol

Geometry as ORCA input:
```
! RIJCOSX wB97M-V def2-TZVPD def2/J DEFGRID3
* xyz 0 1
N -1.31 0.01 -0.16
O 0.88 1.78 0.40
O 1.97 -0.28 0.22
S 2.21 -1.90 0.00
S 1.06 0.73 -0.57
H -2.17 0.03 -0.78
H -1.39 -0.95 0.25
H -1.25 0.58 0.65
*
```

ORCA calculation (the ωB97M-V functional and the def2-TZVPD basis) on a single C9H11P molecule.

Properties
gap between HOMO and LUMO: 8.157 eV
LUMO: 0.0256 eV
largest force on an atom: 4.0 eV Å⁻¹
molecular weight: 150.16 g mol⁻¹
energy above the lowest of the compared OMol25 structures with the same formula, charge and spin: 83.2 kcal/mol

Geometry as ORCA input:
```
! RIJCOSX wB97M-V def2-TZVPD def2/J DEFGRID3
* xyz 0 1
C -2.73 -1.05 0.57
C -1.83 -0.46 -0.50
C -1.59 1.08 -0.42
C -0.13 0.76 -0.16
C -0.36 -0.57 -0.24
P 1.35 -1.53 -0.11
C 3.17 -1.04 0.02
C 3.29 0.30 0.11
C 2.35 1.42 0.19
C 1.01 1.61 0.07
H -2.34 -0.82 1.56
H -2.77 -2.14 0.47
H -3.74 -0.65 0.49
H -2.13 -0.81 -1.49
H -2.13 1.58 0.38
H -1.76 1.60 -1.36
H 1.14 -2.49 0.87
H 1.29 -2.43 -1.18
H 4.32 0.65 0.15
H 2.88 2.35 0.39
H 0.71 2.65 0.17
*
```

ORCA calculation (the ωB97M-V functional and the def2-TZVPD basis) on a single C6H9Cl molecule.

Properties
gap between HOMO and LUMO: 8.544 eV
LUMO: -0.2325 eV
largest force on an atom: 4.3 eV Å⁻¹
molecular weight: 116.59 g mol⁻¹
energy above the lowest of the compared OMol25 structures with the same formula, charge and spin: 99.5 kcal/mol

Geometry as ORCA input:
```
! RIJCOSX wB97M-V def2-TZVPD def2/J DEFGRID3
* xyz 0 1
C 0.59 0.23 -1.37
C 1.56 -0.66 0.75
C 0.46 -0.25 0.08
C 1.41 -0.25 -2.62
C -1.64 0.95 0.97
C -0.92 -0.40 0.69
Cl 2.35 -1.56 -2.30
H -0.46 0.33 -1.81
H 0.63 1.44 -1.43
H 2.51 -0.59 0.42
H 1.59 -1.06 1.66
H -1.23 1.43 1.85
H -2.76 0.65 1.14
H -1.34 1.63 0.24
H -1.73 -0.96 0.08
H -1.03 -0.92 1.63
*
```

ORCA calculation (the ωB97M-V functional and the def2-TZVPD basis) on a 7-piece molecular cluster, C25H50O11 overall.

Properties
gap between HOMO and LUMO: 10.155 eV
LUMO: 0.4398 eV
largest force on an atom: 7.1 eV Å⁻¹
molecular weight: 526.66 g mol⁻¹
energy above the lowest of the compared OMol25 structures with the same formula, charge and spin: 0.0 kcal/mol

Geometry as ORCA input:
```
! RIJCOSX wB97M-V def2-TZVPD def2/J DEFGRID3
* xyz 0 1
C -9.59 -2.94 6.83
C -8.95 -3.15 8.18
O -7.57 -3.04 7.97
C -6.62 -3.41 8.92
C -5.22 -3.36 8.52
O -6.99 -3.74 10.12
H -9.93 -3.86 6.36
H -8.97 -2.33 6.18
H -10.49 -2.34 7.00
H -9.31 -2.40 8.88
H -9.28 -4.04 8.72
H -5.01 -4.11 7.76
H -4.63 -3.48 9.43
H -5.02 -2.35 8.17
C -3.24 -9.83 4.71
C -2.99 -8.63 3.88
O -3.15 -7.42 4.56
C -2.15 -6.59 4.86
C -2.72 -5.40 5.61
O -0.97 -6.80 4.74
H -2.37 -9.88 5.36
H -3.16 -10.74 4.12
H -4.13 -9.78 5.34
H -2.02 -8.66 3.38
H -3.77 -8.66 3.12
H -3.01 -5.79 6.59
H -3.57 -5.06 5.03
H -2.03 -4.55 5.70
C -10.15 -0.67 4.25
C -8.85 -0.86 3.46
O -8.19 0.40 3.26
C -6.91 0.50 2.88
C -6.30 1.90 2.76
O -6.15 -0.48 2.66
H -10.86 -0.15 3.60
H -10.01 0.03 5.07
H -10.68 -1.61 4.42
H -8.25 -1.53 4.07
H -9.10 -1.37 2.53
H -6.19 2.30 3.77
H -6.91 2.58 2.16
H -5.36 1.84 2.23
C -10.80 -6.80 5.31
C -9.58 -7.64 4.78
O -9.89 -8.59 3.76
C -9.82 -8.32 2.47
C -10.15 -9.60 1.69
O -9.73 -7.23 1.90
H -11.57 -7.40 5.80
H -11.17 -6.27 4.43
H -10.45 -6.07 6.03
H -8.83 -6.92 4.47
H -9.06 -8.14 5.60
H -11.22 -9.69 1.50
H -9.93 -10.48 2.31
H -9.61 -9.79 0.77
C -2.49 0.34 3.21
C -3.24 0.49 4.45
C -3.33 -0.74 5.35
O -3.78 1.56 4.80
H -1.59 0.96 3.26
H -3.13 0.76 2.44
H -2.30 -0.72 3.05
H -2.46 -0.73 5.99
H -3.22 -1.68 4.79
H -4.23 -0.74 5.97
C -7.12 2.40 8.21
C -6.82 0.96 7.85
C -6.97 0.61 6.35
O -6.49 0.16 8.67
H -7.68 2.98 7.48
H -6.18 2.90 8.45
H -7.65 2.32 9.17
H -6.80 1.48 5.72
H -7.99 0.24 6.28
H -6.22 -0.13 6.08
C -6.13 -3.49 4.57
C -6.97 -4.69 4.65
C -6.32 -5.83 5.32
O -8.08 -4.79 4.14
H -5.07 -3.72 4.41
H -6.19 -2.97 5.53
H -6.46 -2.74 3.86
H -5.62 -6.29 4.62
H -6.94 -6.66 5.66
H -5.83 -5.41 6.21
*
```

ORCA calculation (the ωB97M-V functional and the def2-TZVPD basis) on C18H22N2O3 as an isolated structure.

Properties
gap between HOMO and LUMO: 8.204 eV
LUMO: 0.0162 eV
largest force on an atom: 18.1 eV Å⁻¹
molecular weight: 314.38 g mol⁻¹
energy above the lowest of the compared OMol25 structures with the same formula, charge and spin: 428.5 kcal/mol

Geometry as ORCA input:
```
! RIJCOSX wB97M-V def2-TZVPD def2/J DEFGRID3
* xyz 0 1
C 0.82 -1.27 3.93
C 1.50 -1.43 2.50
O 2.47 -0.84 2.07
C 0.92 -2.46 1.63
C 0.22 -3.43 1.98
N -0.42 -4.34 0.99
C 0.12 -4.47 -0.15
O 0.02 -5.37 -1.18
N 1.27 -3.60 -0.61
H 1.63 -3.51 -1.47
C 1.23 -2.45 0.05
C 0.58 -1.31 -0.48
C -0.59 -1.28 -0.83
C -1.55 -0.33 -1.50
C -0.85 0.97 -1.45
C 0.20 1.14 -0.77
C 1.03 0.22 -0.24
H 1.95 0.29 0.13
H 0.74 2.21 -0.99
O -1.93 1.88 -1.92
C -1.37 3.24 -2.11
H -2.54 3.55 -2.51
C -1.23 4.00 -0.87
H -2.13 4.66 -0.51
C 0.31 4.76 -1.31
C 0.23 4.97 -2.66
H -0.33 5.79 -2.83
C -0.32 3.52 -3.22
H 0.40 2.73 -2.84
H -0.67 3.61 -4.05
H 1.26 5.06 -3.06
H 1.15 4.30 -0.69
H 0.08 5.85 -0.66
H -0.96 3.40 0.15
H -2.44 -0.47 -1.78
H -1.30 -2.41 -1.14
H 2.53 -2.02 0.11
H -1.32 -5.07 1.17
C -0.57 -3.94 3.22
H -1.38 -3.32 3.57
H 0.13 -3.87 4.08
H -1.28 -5.01 3.27
H 1.15 -2.20 4.68
H 1.37 -0.39 4.46
H -0.12 -1.34 3.81
*
```

ORCA calculation (the ωB97M-V functional and the def2-TZVPD basis) on a 2-piece molecular cluster, C2H2Cl3NSi overall.

Properties
gap between HOMO and LUMO: 9.902 eV
LUMO: -1.7918 eV
largest force on an atom: 6.1 eV Å⁻¹
molecular weight: 174.49 g mol⁻¹
energy above the lowest of the compared OMol25 structures with the same formula, charge and spin: 64.3 kcal/mol

Geometry as ORCA input:
```
! RIJCOSX wB97M-V def2-TZVPD def2/J DEFGRID3
* xyz 0 1
C -1.98 0.25 -0.77
C -0.40 -0.17 0.85
N -2.79 0.46 -1.54
Si 1.23 -0.04 -0.07
Cl 2.65 0.31 1.33
Cl 1.60 -1.79 -0.99
Cl 1.23 1.47 -1.40
H -0.81 -1.13 1.10
H -0.72 0.64 1.48
*
```

ORCA calculation (the ωB97M-V functional and the def2-TZVPD basis) on a 2-piece molecular cluster, C5H11O2 overall.

Properties
gap between HOMO and LUMO: 7.864 eV
LUMO: 3.9643 eV
largest force on an atom: 5.9 eV Å⁻¹
molecular weight: 103.14 g mol⁻¹
energy above the lowest of the compared OMol25 structures with the same formula, charge and spin: 41.7 kcal/mol

Geometry as ORCA input:
```
! RIJCOSX wB97M-V def2-TZVPD def2/J DEFGRID3
* xyz -1 1
C 1.63 -0.43 0.21
C 0.74 -1.61 0.29
C 2.74 -0.52 -0.81
H 1.00 0.52 -0.08
H 2.00 -0.06 1.24
H 0.99 -2.11 1.15
H 0.81 -2.12 -0.74
H 3.33 -1.63 -0.58
H 2.36 -0.60 -1.77
H -0.30 -1.09 0.38
H 3.43 0.24 -0.68
C -1.30 0.97 -1.22
C -1.45 0.65 0.35
O -0.76 1.41 1.03
O -2.27 -0.26 0.58
H -2.06 1.68 -1.54
H -1.29 0.12 -1.83
H -0.25 1.42 -1.28
*
```

ORCA calculation (the ωB97M-V functional and the def2-TZVPD basis) on C2H3FOS as an isolated structure.

Properties
gap between HOMO and LUMO: 9.473 eV
LUMO: -0.2828 eV
largest force on an atom: 5.8 eV Å⁻¹
molecular weight: 94.11 g mol⁻¹
energy above the lowest of the compared OMol25 structures with the same formula, charge and spin: 66.9 kcal/mol

Geometry as ORCA input:
```
! RIJCOSX wB97M-V def2-TZVPD def2/J DEFGRID3
* xyz 0 1
C -0.21 -0.39 -0.69
C 0.74 0.61 0.08
H -1.18 -1.19 1.60
H 0.94 1.41 -0.53
H 1.74 0.19 0.30
O -0.11 -0.64 -1.86
F -0.23 0.93 1.19
S -1.68 -0.92 -0.09
*
```

ORCA calculation (the ωB97M-V functional and the def2-TZVPD basis) on an isolated ion of composition C10H9N3O and charge +2.

Properties
gap between HOMO and LUMO (spin up / spin down): 6.958 / 6.957 eV
LUMO (spin up / spin down): -9.6841 / -9.6845 eV
largest force on an atom: 5.9 eV Å⁻¹
molecular weight: 187.20 g mol⁻¹

Geometry as ORCA input:
```
! RIJCOSX wB97M-V def2-TZVPD def2/J DEFGRID3
* xyz 2 1
C 2.92 1.44 -0.01
C 3.31 0.15 -0.34
C 1.59 1.74 0.30
C 2.38 -0.88 -0.39
C 0.65 0.73 0.26
C 1.05 -0.58 -0.10
C -3.40 -0.44 -0.07
C -1.84 1.56 -0.10
C -1.18 -1.11 0.05
C -0.78 0.84 0.63
N -3.14 0.84 -0.04
N 0.01 -1.52 -0.19
N -2.47 -1.42 -0.06
O -1.81 2.60 -0.65
H 3.65 2.24 0.01
H 4.35 -0.06 -0.56
H 1.30 2.75 0.56
H 2.69 -1.88 -0.64
H -4.43 -0.76 -0.15
H -0.98 0.78 1.70
H -3.93 1.48 -0.18
H 0.26 -2.47 -0.49
H -2.78 -2.38 -0.20
*
```